# 1
# C5H31N3O8

A 9-piece molecular cluster, C5H31N3O8 overall in a non-equilibrium geometry (wB97M-V/def2-TZVPD, the OMol25 dataset).

Output
gap between HOMO and LUMO: 9.26 eV
DFT total energy: -975.231646 Ha
SMILES: C[C@H](CCN)NCN.O.O.O.O.O.O.O.O
highest occupied orbital energy: -9.0 eV
energy above the lowest of the compared OMol25 structures with the same formula, charge and spin: 278.5 kJ/mol

Geometry as ORCA input:
```
! wB97M-V def2-TZVPD RIJCOSX def2/J DEFGRID3
* xyz 0 1
C 2.250 0.379 2.546
H 0.681 -2.814 2.523
H -3.599 -0.457 1.559
H -2.939 -0.795 -1.843
O 0.998 -3.622 2.934
O -1.581 2.185 1.236
H 2.490 -1.582 2.666
O -3.071 -1.734 -1.681
H 1.273 2.443 -2.391
H 2.748 -0.227 -0.097
N 1.487 0.622 1.291
H -1.308 1.194 -3.480
C 3.195 1.856 -0.101
H 0.815 1.366 1.500
H -1.008 -0.920 -3.308
H -2.210 -2.041 -2.081
H 2.086 1.201 3.327
H -0.059 -2.616 -0.417
C 1.109 0.656 -1.073
N 1.870 -0.873 3.088
H -1.537 1.947 -1.152
O -0.766 -1.839 -3.050
H 0.328 0.071 -0.543
H 1.387 -0.021 -1.857
H 3.995 2.019 -0.833
H 0.873 -0.939 3.014
H 3.850 1.957 0.805
C 0.651 2.076 -1.490
H -1.312 -2.281 -3.762
O -0.160 -2.264 0.479
N -0.768 2.121 -1.793
H -2.197 1.548 1.606
H -0.992 3.047 -2.208
H 0.393 -1.478 0.558
O -3.799 0.164 2.295
H -3.753 -0.520 2.969
H -0.512 0.960 -4.806
O -3.212 -2.367 0.936
H 3.327 0.474 2.485
H -3.014 -2.334 -0.016
H -1.667 3.087 1.570
C 2.199 0.761 0.014
O -1.153 0.551 -4.225
H 2.897 2.944 -0.037
H -2.393 -2.601 1.381
H 1.248 -4.033 2.090
H 0.857 2.730 -0.630
*
```

Per-atom Mulliken charges, elementary charge units:
1 C -0.96
2 H 0.22
3 H 0.38
4 H 0.26
5 O -0.64
6 O -0.54
7 H 0.31
8 O -0.74
9 H 0.20
10 H 0.19
11 N 0.10
12 H 0.40
13 C -1.47
14 H 0.14
15 H 0.35
16 H 0.50
17 H 0.30
18 H 0.23
19 C -0.02
20 N -0.54
21 H 0.18
22 O -0.71
23 H -0.16
24 H 0.52
25 H 0.42
26 H 0.26
27 H 0.33
28 C -0.72
29 H 0.34
30 O -0.61
31 N -0.53
32 H 0.30
33 H 0.30
34 H 0.29
35 O -0.67
36 H 0.30
37 H 0.29
38 O -0.71
39 H 0.45
40 H 0.43
41 H 0.25
42 C 0.30
43 O -0.72
44 H 0.27
45 H 0.29
46 H 0.35
47 H 0.31



# 2
# C5H31N3O8

A 9-piece molecular cluster, C5H31N3O8 overall in a non-equilibrium geometry (wB97M-V/def2-TZVPD, the OMol25 dataset).

Output
gap between HOMO and LUMO: 11.44 eV
DFT total energy: -974.756657 Ha
highest occupied orbital energy: -16.8 eV
energy above the lowest of the compared OMol25 structures with the same formula, charge and spin: 245.8 kJ/mol

Geometry as ORCA input:
```
! wB97M-V def2-TZVPD RIJCOSX def2/J DEFGRID3
* xyz 2 1
C -1.399 -2.276 0.855
H 1.832 -0.125 1.588
O 0.495 3.152 1.357
H -0.811 1.438 -0.824
O -3.784 0.351 0.317
H -1.979 -1.233 2.715
H -0.297 -1.279 -3.241
H 0.966 1.018 0.957
H 2.804 3.096 0.721
C -1.404 -1.052 1.822
H -1.997 -1.548 -3.072
H 3.030 0.360 -0.015
O 3.025 -0.245 -0.775
H -2.156 -2.972 1.205
O 2.940 2.232 1.124
H -4.271 0.811 1.014
H -2.017 -0.221 1.457
C -0.138 0.709 3.145
H -0.449 -2.802 0.921
O 0.144 1.439 -0.976
H 0.336 1.394 -1.939
N -1.090 -1.434 -2.644
H 0.016 3.802 0.820
O -2.415 1.015 -3.008
O 1.860 -2.835 -0.181
H -0.616 0.464 4.083
H 2.092 -3.306 0.626
H -0.579 1.517 2.573
H 0.517 -1.294 2.808
H 2.661 -2.894 -0.699
C -0.802 -1.750 -1.400
O 1.424 0.530 -3.227
H 0.896 1.067 3.255
H 0.999 3.859 1.821
H 3.830 1.929 1.156
H -2.588 1.941 -3.202
N -1.763 -1.890 -0.526
H -4.372 0.118 -0.400
C -0.003 -0.518 2.244
N 0.925 -0.021 1.127
H -2.708 -2.099 -0.785
H 0.956 -0.562 0.273
H 0.217 -1.556 -1.113
H 2.344 0.478 -2.944
H 1.404 0.725 -4.170
H 3.987 -0.273 -0.964
H -2.061 0.740 -3.877
*
```

Per-atom Mulliken charges, elementary charge units:
1 C -0.81
2 H 0.60
3 O -0.51
4 H 0.28
5 O -0.56
6 H 0.56
7 H 0.21
8 H 0.15
9 H 0.28
10 C -0.78
11 H 0.27
12 H 0.18
13 O -0.54
14 H 0.48
15 O -0.57
16 H 0.27
17 H 0.22
18 C -1.62
19 H 0.26
20 O -0.54
21 H 0.26
22 N -0.25
23 H 0.27
24 O -0.57
25 O -0.50
26 H 0.43
27 H 0.29
28 H 0.47
29 H 0.35
30 H 0.26
31 C 0.25
32 O -0.56
33 H 0.39
34 H 0.28
35 H 0.29
36 H 0.30
37 N -0.03
38 H 0.28
39 C 0.15
40 N 0.84
41 H 0.28
42 H -0.37
43 H -0.03
44 H 0.27
45 H 0.28
46 H 0.28
47 H 0.30



# 3
# C5H31NO10

A 10-piece molecular cluster, C5H31NO10 overall in a non-equilibrium geometry (wB97M-V/def2-TZVPD, the OMol25 dataset).

Output
gap between HOMO and LUMO: 9.61 eV
DFT total energy: -1016.221391 Ha
SMILES: CC[C@@H](C)NCO.O.O.O.O.O.O.O.O.O
highest occupied orbital energy: -9.7 eV
energy above the lowest of the compared OMol25 structures with the same formula, charge and spin: 144.6 kJ/mol

Geometry as ORCA input:
```
! wB97M-V def2-TZVPD RIJCOSX def2/J DEFGRID3
* xyz 0 1
O 2.994 1.253 1.018
H 0.596 2.527 -1.279
H -2.515 2.835 -0.430
H -1.656 -1.317 -1.053
C -1.357 -0.618 1.541
H 2.327 1.479 0.362
H -4.097 -0.264 -1.302
H -2.033 -0.333 0.733
O -1.602 2.976 -0.673
H -1.986 0.212 -3.257
N 0.240 -1.469 -0.196
H 1.177 3.462 -0.052
H 0.851 3.344 2.161
H 2.313 3.488 1.832
H 2.258 1.447 -1.657
O 2.435 -3.233 -0.947
H 3.309 0.496 -2.219
O 1.451 3.873 1.631
C -0.642 -0.952 -1.263
H -0.379 -1.534 -2.154
H 1.824 -2.477 -1.040
O 1.351 2.832 -0.780
O -2.618 0.919 -3.133
H -1.838 -3.092 0.013
O 3.230 -1.454 2.377
O -0.566 0.413 -1.485
C -1.170 -3.090 0.873
H 4.086 -1.847 2.162
O -4.379 -0.832 -0.570
C -0.442 -1.742 1.075
H -0.850 0.308 1.829
H 0.994 -0.783 -0.228
H -2.245 1.444 -2.419
H -1.658 -0.673 3.684
H -3.557 -0.990 -0.097
H 2.894 0.291 1.035
H -0.280 0.809 -0.659
H -1.302 3.878 -0.545
C -2.223 -0.927 2.790
H 2.669 -2.229 2.262
H 2.015 -3.663 -0.197
H -1.704 -3.383 1.767
H -2.562 -1.959 2.827
H -3.167 -0.382 2.835
H -0.389 -3.827 0.691
O 2.471 0.509 -1.747
H 0.314 -2.036 1.807
*
```

Per-atom Mulliken charges, elementary charge units:
1 O -0.66
2 H 0.27
3 H 0.27
4 H 0.14
5 C 0.08
6 H 0.44
7 H 0.38
8 H -0.02
9 O -0.56
10 H 0.35
11 N -0.23
12 H 0.36
13 H 0.34
14 H 0.32
15 H 0.38
16 O -0.71
17 H 0.23
18 O -0.69
19 C -0.40
20 H 0.34
21 H 0.43
22 O -0.76
23 O -0.67
24 H 0.26
25 O -0.61
26 O -0.40
27 C -1.57
28 H 0.32
29 O -0.69
30 C 0.57
31 H 0.17
32 H 0.34
33 H 0.35
34 H 0.37
35 H 0.30
36 H 0.36
37 H 0.23
38 H 0.27
39 C -1.53
40 H 0.30
41 H 0.28
42 H 0.56
43 H 0.35
44 H 0.38
45 H 0.33
46 O -0.47
47 H -0.09



# 4
# C5H31NO12

A 11-piece molecular cluster, C5H31NO12 overall in a non-equilibrium geometry (wB97M-V/def2-TZVPD, the OMol25 dataset).

Output
gap between HOMO and LUMO: 8.53 eV
DFT total energy: -1166.683979 Ha
SMILES: CNCCCC(=O)O.O.O.O.O.O.O.O.O.O.O
highest occupied orbital energy: -8.7 eV
energy above the lowest of the compared OMol25 structures with the same formula, charge and spin: 451.3 kJ/mol

Geometry as ORCA input:
```
! wB97M-V def2-TZVPD RIJCOSX def2/J DEFGRID3
* xyz 0 1
H -1.425 1.920 -0.013
O 2.998 2.616 1.987
H 0.528 1.280 -4.424
O 1.728 -0.140 -1.353
H 1.510 3.512 -1.589
H -1.736 0.891 3.655
H 3.249 -1.596 0.012
H 1.830 -2.477 0.773
H 0.495 -1.788 0.167
C -2.270 -1.766 0.123
H 1.039 2.284 -2.594
H 1.638 0.998 4.347
H 2.062 0.755 -1.329
C -1.955 0.637 2.619
C -1.212 2.356 1.016
H 2.031 1.184 -4.353
C -2.914 -1.449 1.433
H -2.107 2.906 1.304
O -3.281 -1.825 -0.844
O -1.139 -1.794 -0.280
O 2.569 -3.353 -1.898
H 1.304 -0.404 -0.520
H -3.767 2.897 -1.924
H 2.080 -2.800 -2.522
H -0.247 -1.721 -3.213
H -0.209 0.598 1.472
H -2.942 1.085 2.376
H 2.517 2.186 1.282
H -4.421 1.977 -0.787
H -3.013 -2.325 -1.625
H 3.382 -2.886 -1.633
N -0.805 1.284 1.903
H 4.500 -0.880 -0.119
H 2.437 2.907 2.728
H -3.711 -0.721 1.291
H -0.428 3.013 0.695
O -4.512 2.370 -1.652
O 1.223 -1.741 0.823
O 1.611 1.344 5.253
O 1.313 1.834 -4.446
O 0.518 -1.694 -3.805
H 1.676 0.446 5.622
O 4.152 -1.657 0.363
H -1.921 -1.426 3.384
H -0.821 -1.086 2.150
O 0.845 2.877 -1.861
C -1.872 -0.914 2.425
H -3.363 -2.358 1.862
H 0.444 -2.615 -4.090
*
```

Per-atom Mulliken charges, elementary charge units:
1 H 0.20
2 O -0.63
3 H 0.33
4 O -0.49
5 H 0.29
6 H 0.32
7 H 0.27
8 H 0.32
9 H 0.50
10 C 0.55
11 H 0.31
12 H 0.29
13 H 0.24
14 C -0.74
15 C -0.88
16 H 0.34
17 C -0.67
18 H 0.41
19 O -0.50
20 O -0.62
21 O -0.63
22 H 0.29
23 H 0.32
24 H 0.34
25 H 0.30
26 H 0.15
27 H 0.44
28 H 0.30
29 H 0.31
30 H 0.33
31 H 0.33
32 N -0.21
33 H 0.34
34 H 0.31
35 H 0.34
36 H 0.28
37 O -0.63
38 O -0.72
39 O -0.61
40 O -0.70
41 O -0.61
42 H 0.32
43 O -0.64
44 H 0.41
45 H 0.20
46 O -0.56
47 C -0.51
48 H 0.38
49 H 0.30



# 5
# C5H32N2O11

A 11-piece molecular cluster, C5H32N2O11 overall in a non-equilibrium geometry (wB97M-V/def2-TZVPD, the OMol25 dataset).

Output
gap between HOMO and LUMO: 8.82 eV
DFT total energy: -1146.768472 Ha
SMILES: CNCC[C@H](N)C=O.O.O.O.O.O.O.O.O.O.O
highest occupied orbital energy: -8.7 eV
energy above the lowest of the compared OMol25 structures with the same formula, charge and spin: 464.6 kJ/mol

Geometry as ORCA input:
```
! wB97M-V def2-TZVPD RIJCOSX def2/J DEFGRID3
* xyz 0 1
O -2.024 2.829 -2.623
H 1.847 1.501 -1.297
H 2.758 -0.022 3.519
H -1.717 2.862 -1.680
H 2.991 -0.186 -1.702
H 1.758 -1.780 -3.106
H -2.824 -2.544 -0.196
H -1.439 -2.873 -2.063
H -1.584 1.210 2.815
O 2.490 -0.567 2.796
H -0.459 1.730 -3.106
O -0.015 -0.028 3.656
O 3.267 -3.020 -1.892
O -3.119 -2.790 0.700
H -1.895 -2.422 1.883
C 2.330 -0.947 -1.260
C 1.291 1.172 -0.406
H -1.163 2.244 0.108
H -1.749 -4.241 -1.694
O -1.498 3.103 -0.109
H 3.123 -2.647 0.042
H -0.670 0.528 -4.093
H 1.012 -0.365 -2.759
H -3.386 -1.656 -2.406
H 2.911 3.201 1.628
O -1.199 -2.279 2.664
O -3.767 -1.519 -1.581
H 1.996 1.957 2.530
O -2.189 -3.475 -2.075
H 2.411 -1.481 3.189
H -1.545 2.734 2.407
H -3.928 -2.333 0.735
H 0.232 1.036 -0.664
N 1.315 2.208 0.623
C 2.434 2.225 1.571
H -0.521 -0.838 3.734
H 3.204 1.485 1.339
C 1.625 -0.337 -0.078
C 3.004 -2.279 -0.993
N 1.352 -1.221 -2.347
O -2.086 1.879 2.346
H -2.365 3.754 -2.857
H -1.154 -1.333 2.511
O -0.075 0.975 -3.487
H 0.817 -0.262 3.154
H 2.216 -0.490 0.851
H 0.647 -0.695 0.241
H 1.099 3.128 0.308
H -2.144 3.419 0.561
H -3.616 -0.550 -1.432
*
```

Per-atom Mulliken charges, elementary charge units:
1 O -0.73
2 H 0.31
3 H 0.27
4 H 0.49
5 H 0.34
6 H 0.24
7 H 0.44
8 H 0.32
9 H 0.33
10 O -0.69
11 H 0.32
12 O -0.70
13 O -0.48
14 O -0.68
15 H 0.47
16 C 0.21
17 C -0.60
18 H 0.39
19 H 0.29
20 O -0.69
21 H 0.32
22 H 0.25
23 H 0.21
24 H 0.27
25 H 0.35
26 O -0.71
27 O -0.64
28 H 0.17
29 O -0.66
30 H 0.29
31 H 0.32
32 H 0.28
33 H -0.02
34 N 0.00
35 C -0.96
36 H 0.34
37 H 0.26
38 C -0.11
39 C -0.21
40 N -0.54
41 O -0.71
42 H 0.30
43 H 0.22
44 O -0.64
45 H 0.45
46 H 0.08
47 H 0.34
48 H 0.27
49 H 0.28
50 H 0.33